1.
Here is 3 unconnected molecules or ions with the total composition C14H32BF2N2O12P2 from the OMol25 dataset. Energies are from wB97M-V/def2-TZVPD.

## Properties
Net charge: -1
E_tot: -2472.57418 hartree

Structure (XYZ):
```
65
Properties=species:S:1:pos:R:3:forces:R:3:lowdin_charge:R:1
O -3.6718 -5.5547 1.6503 0.142 0.142 -0.164 -0.022
N -4.3657 -4.9219 0.9137 -0.101 -0.283 0.193 -0.090
O -5.0308 -5.7049 0.0546 -0.189 0.183 0.315 -0.077
B -6.2077 -5.0267 -0.5956 0.100 0.022 -1.203 -0.458
N -7.5677 -5.3421 0.2308 0.090 -0.051 0.878 0.093
C -7.9746 -4.2507 0.9862 0.344 -0.036 -0.389 -0.546
O -7.6361 -3.8669 2.0504 -0.049 0.101 0.762 0.158
F -8.9045 -3.5336 0.3130 -0.005 0.072 -0.296 0.093
C -7.5333 -6.5313 0.9697 -0.411 -0.612 -0.379 -0.498
O -8.0926 -7.5447 0.6779 0.428 0.386 0.133 0.148
F -6.7980 -6.5080 2.1078 -0.185 0.220 -0.194 0.106
H -6.0561 -3.8320 -0.6792 -0.167 0.015 0.282 0.072
H -6.3259 -5.5162 -1.6968 0.021 -0.174 0.107 0.054
O -2.1308 -1.5581 -0.2332 -1.880 1.003 0.395 -0.197
P -1.5892 -1.2049 1.0769 3.876 -2.052 0.074 0.436
O -0.4381 -0.0843 0.9281 -0.407 0.226 0.106 -0.194
C -0.7616 1.1689 0.3219 -0.055 0.270 -0.036 -0.272
C -1.4523 2.1078 1.2948 -0.094 -0.096 0.069 -0.076
O -0.6445 -2.4293 1.5343 -0.114 0.330 0.263 -0.215
C -0.8315 -3.7531 1.0104 0.086 -0.292 -0.108 -0.270
C 0.2827 -4.0887 0.0446 0.149 0.196 -0.029 -0.072
O -2.2288 -0.8630 2.4735 -1.372 0.500 -0.749 -0.176
C -1.7074 -1.2629 3.7485 -0.149 -0.059 0.584 -0.244
C -0.3896 -0.6090 4.0946 0.159 0.032 -0.228 -0.075
H -1.3776 1.0100 -0.5666 0.019 -0.094 0.011 0.116
H 0.1841 1.6022 -0.0037 0.040 -0.083 0.014 0.095
H -2.4307 1.7226 1.5850 -0.012 0.018 -0.031 0.074
H -1.5926 3.0900 0.8409 0.025 -0.006 -0.018 0.076
H -0.8626 2.2174 2.2060 0.053 0.049 -0.039 0.070
H -1.8062 -3.8520 0.5392 -0.013 0.119 -0.022 0.091
H -0.8105 -4.4344 1.8623 -0.047 0.068 0.042 0.116
H 0.3065 -3.3707 -0.7764 -0.111 -0.041 -0.039 0.075
H 0.1477 -5.0900 -0.3658 -0.027 -0.001 0.021 0.078
H 1.2513 -4.0398 0.5470 -0.013 -0.061 0.023 0.071
H -1.6493 -2.3474 3.8122 0.077 -0.035 -0.267 0.119
H -2.4662 -0.9538 4.4679 -0.088 0.081 -0.146 0.120
H 0.4152 -0.9697 3.4559 -0.018 -0.030 -0.022 0.072
H -0.1368 -0.8373 5.1313 -0.046 -0.003 0.010 0.079
H -0.4513 0.4735 3.9772 -0.041 0.002 0.066 0.069
O 2.5711 3.2400 -3.4907 -1.104 1.910 -0.156 -0.206
P 3.4529 3.7542 -2.4427 2.374 -3.537 1.243 0.423
O 4.9501 3.9449 -2.9845 -0.258 0.486 -0.051 -0.186
C 5.1869 4.8161 -4.0969 0.094 0.175 -0.218 -0.268
C 5.2270 6.2748 -3.6821 -0.123 -0.012 0.138 -0.078
O 3.7331 2.5261 -1.4347 0.049 0.425 0.092 -0.213
C 2.8496 1.4009 -1.3508 -0.055 -0.351 0.090 -0.277
C 3.4950 0.1826 -1.9699 0.177 0.043 -0.127 -0.064
O 3.3026 4.9021 -1.3757 -1.117 0.776 -0.926 -0.182
C 3.7732 4.8464 -0.0183 -0.014 0.292 0.512 -0.245
C 5.2787 4.8159 0.0971 0.114 -0.154 -0.207 -0.071
H 4.4269 4.6502 -4.8642 -0.023 -0.060 0.044 0.113
H 6.1480 4.5190 -4.5148 0.000 -0.091 0.074 0.117
H 4.2534 6.6084 -3.3196 -0.006 0.009 -0.040 0.073
H 5.5093 6.9019 -4.5285 0.017 -0.024 -0.011 0.077
H 5.9441 6.4248 -2.8743 0.065 -0.004 -0.057 0.071
H 1.8918 1.6205 -1.8208 0.065 0.077 -0.116 0.104
H 2.6652 1.2206 -0.2890 0.032 0.093 0.013 0.115
H 3.7451 0.3719 -3.0144 -0.112 0.010 -0.025 0.080
H 2.8270 -0.6774 -1.9162 -0.016 0.019 0.029 0.079
H 4.4242 -0.0584 -1.4512 -0.039 -0.027 0.049 0.077
H 3.3111 4.0155 0.5110 0.015 -0.184 -0.224 0.115
H 3.3911 5.7564 0.4450 -0.056 0.055 -0.178 0.119
H 5.6892 3.8763 -0.2685 -0.033 -0.024 -0.005 0.075
H 5.5606 4.9314 1.1445 -0.036 0.024 0.007 0.082
H 5.7276 5.6249 -0.4797 -0.025 0.051 0.059 0.072
```
Forces are in eV/Å.


2.
Here is C7H11NO2 in the gas phase from the OMol25 dataset. Energies are from wB97M-V/def2-TZVPD.

## Properties
ΔE to the lowest compared entry with this formula, charge and spin: 762.85 kJ/mol

Structure (XYZ):
```
21
Properties=species:S:1:pos:R:3:forces:R:3:lowdin_charge:R:1
C -0.1591 1.1026 0.5720 -1.414 -4.084 -1.116 -0.282
C -0.7645 -1.8401 1.2597 1.313 3.659 1.609 -0.028
C -2.1817 -1.2257 -0.7192 -0.412 1.405 0.387 -0.040
C -1.4434 -0.9885 0.4282 0.267 -1.697 -0.903 -0.510
C 1.8548 0.0920 1.0696 2.294 -1.559 1.030 -0.067
C -0.0624 2.5040 0.4870 3.854 3.035 1.529 0.030
C 2.6569 -1.0604 -0.8755 -0.191 -3.857 0.741 -0.044
N -1.2761 0.4245 0.5700 2.281 1.874 0.870 0.190
O 0.8975 0.3195 0.2178 -1.353 1.107 -1.044 -0.014
O 2.6997 -0.7743 0.5107 -0.093 1.584 1.685 -0.092
H 0.0315 -1.4626 1.9413 -0.952 -0.173 -0.430 0.036
H -0.7605 -2.8441 1.1521 -0.384 -2.975 -0.568 -0.006
H -2.3718 -2.2337 -1.0208 -0.240 -0.153 -0.376 0.024
H -2.6752 -0.3272 -1.1256 -0.112 -0.965 -0.225 0.020
H -0.9240 2.9993 0.2457 -2.370 0.870 -1.267 0.066
H 0.1758 3.0599 1.4442 0.076 -1.191 -0.423 0.139
H 0.8215 2.8181 -0.1477 -1.256 -0.518 0.355 0.140
H 1.9440 -1.9210 -0.9978 0.568 0.754 -0.127 0.121
H 3.6543 -1.4115 -1.1817 -0.410 0.579 0.102 0.108
H 2.2596 -0.2482 -1.3443 -0.539 2.063 -1.914 0.050
H -2.0943 0.9904 0.5762 -0.930 0.244 0.087 0.161
```
Forces are in eV/Å.


3.
Here is a molecular structure, C42H40AlN4OP2S2Te from the OMol25 dataset. Energies are from wB97M-V/def2-TZVPD.

## Properties
ΔE to the lowest compared entry with this formula, charge and spin: 66.14 kJ/mol
Net charge: +1

Structure (XYZ):
```
93
Properties=species:S:1:pos:R:3:forces:R:3:lowdin_charge:R:1
Al -1.4572 -0.0078 0.4547 0.214 -0.758 0.211 -0.042
S -2.4158 -1.9006 1.5270 -0.115 0.300 0.014 0.757
C -3.7009 -1.0707 0.7374 -0.080 0.039 -0.039 -1.016
N -3.3865 0.0234 0.0607 -0.006 0.021 0.051 -0.034
C -4.5026 0.6821 -0.4505 0.197 -0.047 -0.020 -0.274
C -4.5092 1.8838 -1.1491 0.042 0.032 -0.105 -0.013
C -5.7241 2.4075 -1.5499 -0.006 -0.004 -0.001 -0.068
C -6.9217 1.7412 -1.2744 0.021 -0.038 0.037 -0.070
C -6.9210 0.5359 -0.5940 -0.016 -0.028 -0.076 -0.070
C -5.6990 0.0172 -0.1828 -0.035 -0.034 0.114 -0.442
S -5.3836 -1.4313 0.7447 -0.019 -0.030 -0.010 1.110
H -3.5782 2.3833 -1.3894 -0.016 0.005 0.041 0.106
H -5.7487 3.3457 -2.0896 -0.001 -0.038 0.009 0.110
H -7.8611 2.1724 -1.5944 0.031 -0.026 -0.012 0.112
H -7.8444 0.0061 -0.3972 0.026 0.053 0.030 0.117
Te 1.7212 -3.7477 -0.1062 0.163 0.063 -0.085 1.301
C 3.6497 -3.1644 -0.7759 -0.028 0.058 0.025 -0.550
C 4.5842 -2.6650 0.1231 0.030 -0.044 -0.081 -0.147
C 5.7915 -2.1845 -0.3678 0.032 -0.023 -0.122 -0.155
N 6.1106 -2.1727 -1.6625 -0.151 -0.061 0.057 0.066
C 5.2172 -2.6796 -2.5131 0.085 0.030 0.086 -0.144
C 3.9849 -3.1909 -2.1228 0.047 0.061 0.006 -0.139
C 0.8135 -1.8878 -0.2336 -0.445 -0.217 0.344 -0.998
P -0.4435 -1.4385 -1.3597 0.132 0.153 -0.185 0.865
C -1.0653 -2.9322 -2.2016 -0.111 0.065 0.122 -0.353
C -0.8052 -3.1925 -3.5444 -0.007 -0.006 -0.027 -0.071
C -1.1900 -4.4044 -4.1055 -0.007 0.047 -0.003 -0.067
C -1.8451 -5.3561 -3.3385 0.001 0.020 0.003 -0.071
C -2.1258 -5.0939 -2.0037 0.013 0.009 -0.023 -0.070
C -1.7379 -3.8893 -1.4396 -0.011 -0.007 -0.024 -0.129
C 0.2410 -0.4458 -2.7260 -0.082 -0.150 -0.156 -0.390
C 1.6027 -0.4813 -3.0081 -0.001 0.030 -0.034 -0.086
C 2.1109 0.2436 -4.0783 -0.014 -0.006 0.019 -0.063
C 1.2605 1.0043 -4.8716 0.012 -0.019 0.038 -0.074
C -0.1000 1.0492 -4.5892 0.001 0.001 0.049 -0.076
C -0.6068 0.3273 -3.5162 0.015 0.078 -0.011 -0.104
P 0.8858 -0.5375 0.8425 0.419 0.624 -0.390 0.863
C 1.9990 0.7515 0.1387 0.167 -0.055 0.101 -0.331
C 1.4820 1.7553 -0.6730 -0.019 0.028 0.076 -0.129
C 2.3128 2.6277 -1.3663 0.011 -0.036 0.060 -0.077
C 3.6885 2.4900 -1.2651 -0.004 -0.010 -0.017 -0.069
C 4.2258 1.4867 -0.4657 -0.009 -0.013 -0.010 -0.056
C 3.3884 0.6317 0.2329 -0.030 -0.059 0.036 -0.090
C 1.5532 -0.8230 2.5019 -0.230 -0.054 0.167 -0.347
C 2.2136 0.1959 3.1935 0.030 -0.117 0.015 -0.103
C 2.5852 0.0142 4.5195 -0.020 0.007 -0.027 -0.085
C 2.2855 -1.1748 5.1725 0.010 0.021 0.004 -0.072
C 1.6131 -2.1839 4.4974 -0.022 -0.021 -0.034 -0.065
C 1.2415 -2.0079 3.1714 0.031 0.065 0.022 -0.114
H 4.3784 -2.6441 1.1869 0.010 0.003 -0.012 0.091
H 6.5395 -1.7879 0.3124 -0.017 -0.003 -0.019 0.108
H 5.4988 -2.6766 -3.5613 0.003 0.002 0.026 0.107
H 3.2992 -3.5859 -2.8619 0.007 0.012 -0.002 0.095
H -0.2961 -2.4616 -4.1594 0.021 -0.003 0.034 0.103
H -0.9731 -4.6023 -5.1478 -0.004 0.003 0.025 0.109
H -2.1388 -6.3001 -3.7800 0.005 0.022 0.007 0.109
H -2.6413 -5.8315 -1.4008 0.015 0.032 -0.016 0.109
H -1.9526 -3.6923 -0.3983 0.032 -0.015 0.039 0.048
H 2.2619 -1.0642 -2.3730 -0.011 0.020 -0.037 0.088
H 3.1735 0.2183 -4.2888 -0.028 -0.007 0.004 0.111
H 1.6576 1.5632 -5.7100 -0.012 -0.009 0.027 0.107
H -0.7637 1.6415 -5.2072 0.013 -0.014 0.015 0.105
H -1.6711 0.3615 -3.2972 0.018 -0.027 -0.032 0.105
H 0.4105 1.8423 -0.8077 -0.129 -0.010 -0.001 0.074
H 1.8876 3.3950 -2.0023 -0.007 -0.033 0.012 0.111
H 4.3427 3.1511 -1.8196 -0.010 -0.007 0.027 0.109
H 5.3000 1.3626 -0.3981 -0.039 0.004 0.006 0.111
H 3.8194 -0.1500 0.8481 -0.009 0.030 -0.046 0.094
H 2.4568 1.1219 2.6895 0.004 0.034 0.003 0.103
H 3.1203 0.7985 5.0419 -0.023 -0.012 -0.024 0.110
H 2.5788 -1.3150 6.2055 0.000 0.000 -0.033 0.110
H 1.3795 -3.1128 5.0021 -0.001 0.020 -0.017 0.112
H 0.7174 -2.7961 2.6495 -0.033 -0.039 -0.025 0.065
C -1.5718 0.6585 4.0299 0.050 0.183 -0.002 -0.005
N -1.1661 2.0021 3.6101 0.119 -0.035 -0.069 -0.094
C -0.2436 2.6795 4.5237 -0.149 0.003 -0.014 -0.024
C -1.3215 2.3858 2.3297 -0.034 -0.117 0.391 -0.400
O -1.5573 1.5157 1.4331 -0.170 0.169 -0.480 0.010
N -1.2845 3.6822 1.9944 0.084 0.126 0.026 -0.093
C -1.6154 4.7559 2.9341 0.021 -0.094 -0.112 -0.023
C -1.1354 4.0641 0.5891 -0.069 -0.043 0.074 0.006
H -1.9640 0.7222 5.0441 0.019 0.016 0.020 0.106
H -0.7241 -0.0283 4.0198 0.064 -0.036 -0.025 0.085
H -2.3490 0.2710 3.3814 -0.035 0.021 -0.013 0.059
H 0.4460 1.9335 4.9151 0.040 -0.042 0.006 0.082
H -0.7684 3.1423 5.3609 -0.008 -0.006 -0.020 0.099
H 0.3345 3.4331 3.9972 -0.005 0.006 -0.020 0.094
H -2.0142 4.3447 3.8528 -0.027 -0.045 0.051 0.087
H -2.3852 5.3800 2.4836 -0.019 0.017 -0.033 0.099
H -0.7513 5.3789 3.1604 0.049 0.000 0.011 0.101
H -1.8669 3.5548 -0.0353 -0.048 -0.008 -0.001 0.082
H -0.1351 3.8410 0.2254 0.055 -0.022 0.013 0.081
H -1.2999 5.1353 0.5154 0.013 -0.007 -0.012 0.098
```
Forces are in eV/Å.


4.
Here is C2HBrF2 in the gas phase from the OMol25 dataset. Energies are from wB97M-V/def2-TZVPD.

## Properties
ΔE to the lowest compared entry with this formula, charge and spin: 45.10 kJ/mol
Structure (SMILES): FC(F)=CBr

Structure (XYZ):
```
6
Properties=species:S:1:pos:R:3:forces:R:3:lowdin_charge:R:1
F 1.2759 -2.0977 0.0345 0.860 0.608 -0.072 0.142
C -0.0024 -1.9285 0.0173 -4.372 5.025 -1.028 -0.358
F -0.5551 -3.1540 -0.0278 -0.242 1.694 0.322 0.094
C -0.6966 -0.5298 -0.1192 4.703 -6.143 0.412 -0.613
Br -2.4529 -0.0883 0.0258 -1.071 -0.363 0.036 0.707
H -0.0537 0.3423 -0.2772 0.122 -0.821 0.331 0.029
```
Forces are in eV/Å.